Entry 1:
The following is a quantum chemistry calculation of a molecular structure, C14H25InN5S4 at a distorted geometry, from the Open Molecules 2025 dataset.

```
! RIJCOSX wB97M-V def2-TZVPD def2/J DEFGRID3
* xyz 3 1
In 0.54 -0.09 0.14
S -0.91 2.22 -0.38
S -0.58 -2.56 -0.42
C -2.77 2.17 -0.54
C -0.64 2.34 -2.19
C -1.14 1.10 -2.94
N -0.31 -0.09 -2.58
C -0.94 -1.37 -2.94
C -0.24 -2.51 -2.20
H 0.42 2.53 -2.38
H -1.23 3.22 -2.49
H -1.09 1.28 -4.03
H -2.19 0.91 -2.69
H -0.85 -1.54 -4.03
H -2.01 -1.34 -2.70
H 0.86 -2.45 -2.33
H -0.57 -3.49 -2.57
C -2.43 -2.49 -0.48
H 0.57 0.01 -3.09
H -2.81 -2.17 -1.45
H -2.76 -1.80 0.31
H -2.76 -3.51 -0.26
H -3.21 2.46 0.42
H -3.14 1.18 -0.82
H -3.06 2.90 -1.29
C 2.84 -0.39 -0.95
C 3.79 -0.75 -0.06
H 3.08 0.34 -1.74
H 2.03 -1.09 -1.19
H 4.81 -0.31 -0.07
H 3.72 -1.58 0.63
N -2.73 -0.46 1.88
C -1.63 -0.65 2.67
N -0.39 -0.48 2.27
C 0.52 -0.50 3.33
C -0.07 -0.86 4.54
S -1.75 -1.23 4.31
C 1.75 0.14 3.05
C 2.86 0.43 3.81
S 3.97 1.44 2.95
C 2.81 1.58 1.67
N 1.76 0.80 1.82
N 2.96 2.37 0.60
H -3.61 -0.84 2.25
H -2.77 0.34 1.24
H 0.41 -0.85 5.51
H 2.97 0.06 4.81
H 3.79 2.97 0.55
H 2.13 2.58 0.06
*
```

Computed properties:
- Electronic energy: -70861.8564 eV
- Energy relative to the best compared isomer or geometry (same formula, charge and spin): 87.6 kJ/mol
- HOMO: -0.611 Ha
- Orbital gap: 5.56 eV


Entry 2:
The following is a quantum chemistry calculation of a molecular structure, C29H40InN3O4Si2, from the Open Molecules 2025 dataset.

```
! RIJCOSX wB97M-V def2-TZVPD def2/J DEFGRID3
* xyz -2 1
In -0.17 -0.10 0.51
C -1.84 -1.69 2.47
C -0.65 -2.01 1.66
C -1.19 -2.79 0.52
C -2.54 -2.83 0.63
C -2.94 -2.15 1.83
C -4.32 -1.85 2.26
C -3.50 -3.46 -0.34
C -0.35 -3.48 -0.50
C 0.58 -2.56 2.34
C -1.87 -0.92 3.74
H -4.62 -0.84 2.03
H -4.41 -1.96 3.34
H -5.07 -2.50 1.78
H -3.94 -2.71 -1.01
H -4.37 -3.90 0.17
H -3.00 -4.24 -0.93
H 0.13 -2.78 -1.21
H -0.92 -4.19 -1.10
H 0.44 -4.07 -0.03
H 1.43 -2.54 1.68
H 0.42 -3.59 2.66
H 0.82 -1.97 3.22
H -2.20 0.09 3.61
H -0.90 -0.86 4.24
H -2.54 -1.40 4.46
C -1.88 -1.51 -3.77
Si -1.54 -0.05 -2.58
C -1.50 1.59 -3.55
C -3.06 0.04 -1.43
N -0.13 -0.27 -1.59
C 1.16 -0.26 -2.11
C 1.46 -0.30 -3.48
C 2.80 -0.30 -3.93
C 3.83 -0.36 -3.01
C 3.57 -0.37 -1.65
C 2.26 -0.25 -1.16
N 1.95 -0.16 0.19
Si 3.15 0.09 1.39
C 4.32 1.52 0.99
C 2.21 0.65 2.95
C 4.26 -1.43 1.79
H -2.81 -1.32 -4.28
H -2.01 -2.39 -3.15
H -1.12 -1.71 -4.53
H -2.44 1.71 -4.06
H -0.69 1.64 -4.28
H -1.36 2.44 -2.89
H -3.92 0.00 -2.11
H -3.08 0.97 -0.87
H -3.13 -0.76 -0.71
H 0.64 -0.28 -4.21
H 3.01 -0.29 -5.00
H 4.85 -0.44 -3.37
H 4.40 -0.43 -0.96
H 3.75 2.43 0.84
H 4.92 1.34 0.08
H 5.00 1.67 1.82
H 1.66 1.56 2.73
H 2.97 0.86 3.71
H 1.53 -0.07 3.38
H 5.25 -1.27 1.37
H 3.86 -2.35 1.36
H 4.38 -1.58 2.86
O 1.66 6.99 0.05
C 0.50 6.57 0.08
O -0.59 7.20 0.04
C 0.35 5.05 0.13
C 1.36 4.24 -0.36
C 1.26 2.87 -0.28
N 0.19 2.29 0.29
C -0.81 3.07 0.71
C -0.79 4.46 0.64
C -1.97 2.29 1.31
O -2.99 2.88 1.66
O -1.80 1.02 1.36
H 2.25 4.73 -0.76
H 2.02 2.18 -0.65
H -1.64 5.06 0.97
*
```

Computed properties:
- Electronic energy: -64319.2224 eV
- Energy relative to the best compared isomer or geometry (same formula, charge and spin): 0.0 kJ/mol
- HOMO: -0.072 Ha
- Orbital gap: 6.20 eV


Entry 3:
The following is a quantum chemistry calculation of a molecular structure, C27H31BrClN6O6RuTe4 at a distorted geometry, from the Open Molecules 2025 dataset.

```
! RIJCOSX wB97M-V def2-TZVPD def2/J DEFGRID3
* xyz 0 2
Ru 0.14 0.04 0.09
C 2.22 -3.05 0.54
C 1.45 -2.77 -0.71
N 0.57 -1.80 -0.88
C 0.09 -1.92 -2.18
C 0.70 -2.98 -2.78
N 1.54 -3.50 -1.84
C 0.63 -3.65 -4.11
O -0.11 -3.07 -5.03
O 1.25 -4.67 -4.28
C -0.91 -0.94 -2.70
O -1.22 -0.97 -3.90
O -1.35 -0.17 -1.80
H 1.93 -2.32 1.29
H 3.29 -2.95 0.37
H 2.01 -4.05 0.91
H 2.12 -4.30 -2.02
H -0.54 -2.22 -4.67
Te 2.73 0.43 0.13
Te 4.47 2.43 0.07
Te 2.64 3.60 -2.11
Te 1.12 1.42 -2.01
O -2.22 4.17 4.03
C -1.62 3.42 3.09
C -1.70 3.70 1.73
C -1.02 2.88 0.85
N -0.31 1.82 1.23
C -0.28 1.56 2.55
Br 0.63 -0.01 3.04
C -0.88 2.32 3.52
H -2.67 4.92 3.62
H -2.27 4.54 1.35
H -1.01 3.08 -0.21
H -0.80 2.09 4.57
C -7.01 -3.47 2.16
C -7.14 -3.33 0.63
C -7.01 -4.71 -0.01
C -8.54 -2.78 0.32
C -6.03 -2.34 0.10
O -6.08 -1.11 0.81
C -6.19 -2.10 -1.41
C -5.30 -1.05 -2.09
C -5.55 0.38 -1.63
C -4.52 1.16 -1.13
C -4.76 2.45 -0.68
C -6.04 2.97 -0.74
Cl -6.34 4.59 -0.15
C -7.08 2.23 -1.27
C -6.82 0.94 -1.72
C -4.63 -2.96 0.40
N -3.58 -2.06 0.87
C -2.52 -1.62 0.20
N -1.80 -0.83 0.97
C -2.48 -0.85 2.16
N -3.57 -1.58 2.14
H -7.94 -3.89 2.56
H -6.83 -2.51 2.63
H -6.21 -4.15 2.45
H -7.78 -5.38 0.40
H -6.04 -5.18 0.18
H -7.17 -4.68 -1.09
H -9.28 -3.38 0.84
H -8.78 -2.83 -0.75
H -8.68 -1.75 0.66
H -6.94 -0.70 0.65
H -7.23 -1.82 -1.61
H -6.02 -3.06 -1.92
H -5.51 -1.11 -3.16
H -4.24 -1.28 -1.98
H -3.50 0.77 -1.11
H -3.95 3.05 -0.29
H -8.07 2.65 -1.34
H -7.63 0.36 -2.15
H -4.25 -3.43 -0.50
H -4.72 -3.72 1.18
H -2.31 -1.87 -0.82
H -2.17 -0.31 3.04
*
```

Computed properties:
- Electronic energy: -164049.7784 eV
- Energy relative to the best compared isomer or geometry (same formula, charge and spin): 225.0 kJ/mol
- HOMO (spin up / spin down): -0.233 / -0.232 Ha
- Orbital gap (spin up / spin down): 4.84 / 4.92 eV


Entry 4:
The following is a quantum chemistry calculation of a single C4H3NO2 molecule at a distorted geometry, from the Open Molecules 2025 dataset.

```
! RIJCOSX wB97M-V def2-TZVPD def2/J DEFGRID3
* xyz 0 1
N 3.21 -0.25 -0.24
C 2.13 0.16 -0.10
C 0.81 0.10 0.31
C -0.03 1.21 0.16
O -1.30 0.69 -0.42
C -1.29 -0.82 -0.01
O 0.10 -1.16 -0.08
H 0.08 2.27 -0.01
H -1.64 -0.87 1.14
H -2.07 -1.34 -0.74
*
```

Computed properties:
- Electronic energy: -9777.5862 eV
- Energy relative to the best compared isomer or geometry (same formula, charge and spin): 395.6 kJ/mol
- Structure (SMILES): N#CC1=COCO1
- HOMO: -0.347 Ha
- Orbital gap: 9.15 eV


Entry 5:
The following is a quantum chemistry calculation of 2 unconnected molecules or ions with the total composition C4H10NS at a distorted geometry, from the Open Molecules 2025 dataset.

```
! RIJCOSX wB97M-V def2-TZVPD def2/J DEFGRID3
* xyz 1 1
C 1.39 0.53 -1.33
C 1.86 1.23 -0.02
C -1.47 -0.91 1.47
C -1.48 -0.01 0.28
N 1.01 0.03 -0.12
S -2.05 -0.22 -1.34
H 0.71 1.00 -1.90
H 2.04 -0.11 -1.99
H 2.89 1.25 0.21
H 1.35 2.08 0.33
H -1.16 -1.95 1.15
H -2.39 -0.83 1.99
H -0.59 -0.63 1.99
H -1.34 1.02 0.49
H 1.47 -0.90 0.18
H -2.25 -1.58 -1.39
*
```

Computed properties:
- Electronic energy: -16625.5448 eV
- Energy relative to the best compared isomer or geometry (same formula, charge and spin): 330.1 kJ/mol
- HOMO: -0.511 Ha
- Orbital gap: 8.36 eV